Density functional theory data (the ωB97M-V functional and the def2-TZVPD basis) for 2 unconnected molecules or ions with the total composition C6H6ClOPS at a distorted geometry.

Each line ends with the natural charge from an NBO analysis.
Positions of all 16 atoms, in Å:
C  -2.5017  0.1277  0.4249  -0.233
C  -1.7490  -0.6936  1.2627  -0.171
C  -1.8418  0.7992  -0.6016  -0.177
C  -0.3429  -0.8638  1.1385  -0.301
C  -0.4568  0.6781  -0.7943  -0.326
C  0.1426  -0.0708  0.1506  0.025
O  2.7218  0.2625  -1.6724  -0.992
P  2.7726  0.1082  -0.0860  1.241
S  3.8080  1.5345  0.7493  -0.472
Cl  3.4790  -1.7704  0.0563  -0.255
H  -3.5548  0.0933  0.5574  0.227
H  -2.0964  -1.2234  2.1147  0.217
H  -2.4894  1.2585  -1.3126  0.218
H  0.2768  -1.5284  1.7097  0.248
H  0.0013  1.2123  -1.7090  0.242
H  1.8305  0.0761  -1.9881  0.508

Cartesian forces, eV/Å:
1.7 -0.9 0.4
1.7 -0.4 0.5
-0.6 -0.8 -0.1
-1.7 1.3 -0.8
-1.1 1.7 -1.5
5.3 -0.4 -0.4
-0.1 0.3 -0.6
-2.2 1.2 0.6
-0.7 -1.2 -0.3
0.1 -0.4 0.4
-0.7 0.5 -0.1
-1.2 -0.4 0.4
0.0 0.7 -0.6
-0.1 0.0 0.4
-0.5 -0.9 1.9
0.0 -0.2 -0.2

Computed properties:
ΔE to the lowest compared entry with this formula, charge and spin ... 0.0 kcal per mole
E_HOMO ... -8.62 eV
Multiplicity ... 1